This record from the OMol25 dataset describes a molecular structure, C3H3BaO3. The level of theory is ωB97M-V/def2-TZVPD.

Element x y z (Å)
1 O 0.89 -1.28 1.00
2 Ba -0.94 -3.94 4.72
3 O -0.19 -2.38 2.72
4 C 0.27 -1.76 1.84
5 O -1.50 1.15 -0.41
6 C -0.76 1.46 -1.19
7 H 0.05 2.42 -2.73
8 C 0.38 1.63 -2.01
9 H 1.21 2.00 -1.39
10 H 0.57 0.69 -2.55

Total charge: +3
LUMO in eV: -11.3
Gap between HOMO and LUMO in eV: 13.07

So, what does the Löwdin scheme give us? The charges, in e, come out as: 0.325 2.088 -0.073 -0.337 0.399 0.026 0.164 0.096 0.157 0.157

***

This record from the OMol25 dataset describes C6H9NO in the gas phase. The level of theory is ωB97M-V/def2-TZVPD.

Element x y z (Å)
1 C 2.19 -1.40 -0.28
2 C 1.72 -0.23 0.15
3 C 0.33 -0.21 0.71
4 C -0.76 0.92 0.48
5 C -0.65 2.14 -0.41
6 N -0.80 -0.37 -0.17
7 C -1.65 -1.48 -0.20
8 O -2.84 -1.37 -0.04
9 H 1.72 -2.37 -0.10
10 H 3.13 -1.46 -0.75
11 H 2.12 0.67 -0.19
12 H 0.14 -0.81 1.67
13 H -1.39 0.95 1.33
14 H 0.23 2.78 -0.16
15 H -1.48 2.81 -0.19
16 H -0.67 1.96 -1.42
17 H -1.34 -2.53 -0.43

Total charge: 0
LUMO in eV: 1.0
Gap between HOMO and LUMO in eV: 10.52

So, what does the Löwdin scheme give us? The charges, in e, come out as: 0.023 -0.117 -0.209 -0.197 -0.036 -0.027 -0.294 0.025 0.070 0.039 0.083 0.164 0.120 0.090 0.078 0.048 0.140

***

HOMO level
In order: -24.421; -9.521
Unit: eV